w.
A molecular structure, C7H17N, computed with wB97M-V/def2-TZVPD.

XYZ file:
```
25
C7H17N wB97M-V/def2-TZVPD
C -0.6896 -1.7520 -0.9746
C -0.6663 -2.6363 0.2408
C -2.0711 -1.3852 -1.4452
H -0.0419 -2.0962 -1.7805
H 0.6009 -0.6320 -0.2869
H -1.2896 -3.5373 0.1335
H 0.3482 -2.9803 0.4643
H -2.6870 -2.2579 -1.7141
H -2.0452 -0.7242 -2.3165
H -2.6239 -0.8554 -0.6566
H -1.0444 -2.0967 1.1240
C 0.2216 1.1966 -1.4033
C 1.5677 2.7927 1.1726
N 0.1764 0.4310 -0.1680
C 1.1489 1.3617 1.2312
C 1.2935 0.5892 2.2987
H -0.6909 0.3800 0.3360
H 1.1625 1.7319 -1.5234
H -0.5980 1.9144 -1.3765
H 0.1104 0.5471 -2.2719
H 1.9926 3.1577 2.1203
H 2.3445 2.9435 0.4142
H 0.7271 3.4336 0.8863
H 0.9643 -0.4507 2.2840
H 1.7897 0.9248 3.2117
```

E_LUMO (alpha / beta): 0.023 / 0.023 hartree
HOMO (alpha / beta): -5.34 / -5.38 eV
Gap between HOMO and LUMO (alpha / beta): 5.96 / 6.01 eV
Multiplicity: 1

***

x.
A molecular structure, C7H17N, computed with wB97M-V/def2-TZVPD.

XYZ file:
```
25
C7H17N wB97M-V/def2-TZVPD
C -2.2729 0.8812 -0.6537
C -3.3592 0.1668 0.1770
C -2.9159 -1.2932 0.3613
C -0.9554 0.9705 0.1671
N -0.2878 -0.1309 0.7412
C 2.9933 1.1401 0.2084
C 3.0962 -0.3159 0.4143
C 2.4174 -1.1368 -0.6096
H -2.4407 1.9445 -1.0510
H -1.9258 0.3474 -1.6100
H -3.3073 0.6622 1.1547
H -4.3726 0.1660 -0.2111
H -3.0179 -1.8764 -0.5670
H -3.4386 -1.8266 1.1490
H -1.8534 -1.3197 0.6220
H -0.9417 1.8950 0.6055
H 0.1830 0.5045 -0.3460
H 3.6109 1.6585 0.9555
H 3.3235 1.3762 -0.8231
H 1.9227 1.5078 0.2862
H 2.7076 -0.5718 1.4177
H 4.1543 -0.5621 0.3835
H 1.2823 -1.0454 -0.5311
H 2.7345 -2.2165 -0.5442
H 2.6635 -0.9253 -1.6965
```

E_LUMO: 0.005 hartree
HOMO: -8.25 eV
Gap between HOMO and LUMO: 8.38 eV
Multiplicity: 1

***

y.
2 unconnected molecules or ions with the total composition C7H17N, computed with wB97M-V/def2-TZVPD.

XYZ file:
```
25
C7H17N wB97M-V/def2-TZVPD
C 2.3391 2.1224 0.2926
C 2.2389 -1.5186 -1.1770
C 1.7548 -0.2650 -0.4004
C 2.6291 0.9760 -0.6257
H 1.3969 2.6655 0.0476
H 3.1440 2.8878 0.2241
H 2.3094 1.7855 1.3288
H 1.4093 -2.2538 -1.1797
H 3.0853 -2.0008 -0.7138
H 2.4978 -1.3022 -2.2210
H 1.7553 -0.5208 0.6830
H 0.7548 -0.0272 -0.7126
H 3.6801 0.6828 -0.5095
H 2.5468 1.2729 -1.6823
C -3.5019 -1.7334 0.3689
C -2.3339 -0.8863 0.9181
C -1.5054 1.2643 0.5328
N -2.0447 0.2129 0.0271
H -3.8730 -2.3887 1.1634
H -4.3175 -1.0758 0.0124
H -3.2376 -2.3888 -0.4623
H -1.4555 -1.5559 1.0173
H -2.5691 -0.5300 1.9338
H -1.3825 1.4339 1.5897
H -1.1564 2.0693 -0.1642
```

E_LUMO: 0.041 hartree
HOMO: -9.74 eV
Gap between HOMO and LUMO: 10.87 eV
Structure (SMILES): C=NCC.CCCC
Multiplicity: 1

***

It turns out y is the most stable, with the second structure 0.1540 hartree higher.

***

w.
A molecular structure, C39H51AsCl3N2OPbSbSi2, computed with wB97M-V/def2-TZVPD.

XYZ file:
```
101
C39H51AsCl3N2OPbSbSi2 wB97M-V/def2-TZVPD
Pb 0.8528 1.6156 -0.9009
Cl 5.8872 0.7570 4.6033
C 4.4936 0.6861 3.5738
C 4.6518 0.8610 2.2116
C 3.5347 0.8269 1.4015
Cl 3.7149 1.1545 -0.2955
C 2.2256 0.6043 1.8738
O 1.1695 0.5085 1.1220
C 2.1337 0.4763 3.2823
Cl 0.5498 0.3517 3.9615
C 3.2327 0.5014 4.1183
H 5.6295 1.0411 1.7882
H 3.0980 0.3977 5.1855
C 2.4117 6.3286 0.1024
Si 1.6832 5.0806 1.3336
C 3.1259 4.0878 2.0485
C 0.9776 6.0627 2.7967
As -0.0966 3.7163 0.5703
Si -0.7811 4.9291 -1.3281
C -2.1437 3.9056 -2.1795
C 0.4807 5.2604 -2.7124
C -1.6002 6.5635 -0.8272
H 3.1625 6.9556 0.5866
H 1.6379 6.9820 -0.3053
H 2.8957 5.8188 -0.7326
H 3.8106 4.7304 2.6052
H 3.6969 3.5886 1.2650
H 2.7549 3.3211 2.7326
H 1.7456 6.6834 3.2624
H 0.5959 5.3706 3.5500
H 0.1498 6.7063 2.4927
H -1.7240 3.0109 -2.6471
H -2.6654 4.4735 -2.9515
H -2.8805 3.5784 -1.4410
H 0.8464 4.3152 -3.1240
H 1.3456 5.8172 -2.3548
H 0.0380 5.8283 -3.5333
H -2.3236 6.3822 -0.0297
H -2.1272 7.0201 -1.6671
H -0.8751 7.2856 -0.4465
C -2.6934 -3.0933 -0.4610
C -1.9641 -3.3989 -1.7432
C -2.6696 -3.9215 -2.8226
C -2.0239 -4.2818 -3.9959
C -0.6491 -4.1464 -4.0850
C 0.0620 -3.6146 -3.0170
C -0.5792 -3.2135 -1.8499
Sb 0.4327 -2.2985 -0.1444
C 0.5644 -4.2889 0.7487
C 0.8862 -5.3820 -0.0474
C 0.8944 -6.6683 0.4730
C 0.5683 -6.8710 1.8040
C 0.2517 -5.7853 2.6062
C 0.2490 -4.4894 2.0963
C -0.0638 -3.3314 3.0029
C 2.3988 -2.1943 -1.0458
C 2.4769 -1.5914 -2.3006
C 3.6911 -1.4140 -2.9452
C 4.8570 -1.8304 -2.3226
C 4.7941 -2.3881 -1.0557
C 3.5803 -2.5644 -0.3935
C 3.5834 -3.1272 1.0033
H -3.7653 -3.2506 -0.5827
H -2.5090 -2.0653 -0.1389
H -2.3428 -3.7565 0.3356
H -3.7435 -4.0543 -2.7420
H -2.5937 -4.6781 -4.8268
H -0.1303 -4.4520 -4.9852
H 1.1372 -3.5231 -3.1024
H 1.1370 -5.2324 -1.0912
H 1.1498 -7.5102 -0.1583
H 0.5591 -7.8702 2.2209
H 0.0043 -5.9434 3.6498
H -0.2732 -3.6681 4.0174
H -0.9226 -2.7636 2.6384
H 0.7828 -2.6457 3.0383
H 1.5675 -1.2537 -2.7881
H 3.7284 -0.9512 -3.9237
H 5.8138 -1.7060 -2.8134
H 5.7114 -2.6857 -0.5604
H 4.5863 -3.0971 1.4283
H 3.2390 -4.1621 1.0080
H 2.9178 -2.5518 1.6526
N -1.4432 0.8310 -0.7692
C -2.5879 0.8035 -0.6018
N -3.8746 0.7693 -0.4173
C -4.4655 0.7802 0.9234
C -5.4457 -0.3798 1.0586
C -6.4839 -0.3212 -0.0649
C -5.7868 -0.3596 -1.4275
C -4.8145 0.8112 -1.5371
H -4.9968 1.7284 1.0588
H -3.6660 0.7183 1.6601
H -5.9299 -0.3255 2.0349
H -4.9016 -1.3242 1.0082
H -7.0548 0.6093 0.0181
H -7.1861 -1.1508 0.0242
H -6.5143 -0.2976 -2.2385
H -5.2354 -1.2965 -1.5409
H -5.3720 1.7532 -1.4894
H -4.2571 0.7819 -2.4718
```

E_LUMO: 0.012 hartree
HOMO: -7.33 eV
Gap between HOMO and LUMO: 7.66 eV
Multiplicity: 1

***

x.
A molecular structure, C39H51AsCl3N2OPbSbSi2, computed with wB97M-V/def2-TZVPD.

XYZ file:
```
101
C39H51AsCl3N2OPbSbSi2 wB97M-V/def2-TZVPD
Pb 0.3204 0.7302 -1.5647
Cl -5.0387 -3.4410 -4.9953
C -3.7910 -2.7584 -3.9920
C -3.3937 -1.4509 -4.1783
C -2.4073 -0.9354 -3.3608
Cl -1.8842 0.7030 -3.6761
C -1.7544 -1.6485 -2.3386
O -0.8253 -1.1860 -1.5667
C -2.2082 -2.9840 -2.2194
Cl -1.4614 -4.0040 -1.0331
C -3.1942 -3.5321 -3.0122
H -3.8355 -0.8380 -4.9492
H -3.4873 -4.5603 -2.8660
C 3.2241 -0.9280 -5.8172
Si 2.3545 -1.7854 -4.3982
C 0.5994 -2.1317 -4.9222
C 3.2167 -3.4186 -4.0831
As 2.5408 -0.6469 -2.3553
Si 3.8236 1.2822 -2.7213
C 3.3154 2.5244 -1.4002
C 3.6281 2.1789 -4.3556
C 5.6332 0.8389 -2.5079
H 3.1864 -1.5983 -6.6776
H 4.2711 -0.7206 -5.6009
H 2.7422 0.0069 -6.0965
H 0.6503 -2.7164 -5.8432
H 0.0350 -1.2251 -5.1275
H 0.0514 -2.7119 -4.1868
H 3.2274 -4.0398 -4.9792
H 2.7117 -3.9690 -3.2900
H 4.2460 -3.2586 -3.7623
H 2.4750 3.1270 -1.7472
H 4.1404 3.2067 -1.1969
H 3.0443 2.0742 -0.4484
H 2.6201 2.5752 -4.4692
H 3.8530 1.5688 -5.2272
H 4.3217 3.0223 -4.3481
H 5.7727 0.1555 -1.6735
H 6.2287 1.7331 -2.3229
H 6.0241 0.3538 -3.4014
C 3.8873 -0.9357 1.3256
C 3.8308 0.5022 1.7567
C 5.0254 1.1877 1.9455
C 5.0466 2.4978 2.3957
C 3.8529 3.1377 2.6777
C 2.6526 2.4697 2.4827
C 2.6201 1.1648 2.0098
Sb 0.7885 0.0867 1.6004
C 1.2232 -1.3338 3.1378
C 1.6820 -0.8690 4.3635
C 2.0426 -1.7615 5.3602
C 1.9544 -3.1240 5.1214
C 1.5066 -3.5874 3.8954
C 1.1334 -2.7029 2.8865
C 0.6592 -3.2161 1.5593
C -0.5624 1.4062 2.6010
C -0.5502 2.7222 2.1477
C -1.4243 3.6740 2.6494
C -2.3448 3.3009 3.6140
C -2.4026 1.9800 4.0271
C -1.5375 1.0127 3.5221
C -1.7563 -0.4186 3.9252
H 4.8598 -1.1724 0.8978
H 3.1415 -1.1739 0.5636
H 3.7227 -1.5991 2.1785
H 5.9563 0.6755 1.7383
H 5.9903 3.0079 2.5324
H 3.8483 4.1551 3.0444
H 1.7323 2.9923 2.7188
H 1.7653 0.1963 4.5445
H 2.3954 -1.3949 6.3137
H 2.2402 -3.8286 5.8898
H 1.4443 -4.6512 3.7116
H 0.5260 -4.2965 1.5747
H 1.3667 -2.9798 0.7605
H -0.2906 -2.7655 1.2732
H 0.1519 3.0226 1.3752
H -1.3845 4.6930 2.2865
H -3.0294 4.0283 4.0305
H -3.1511 1.6795 4.7503
H -2.7489 -0.5329 4.3579
H -1.0263 -0.7650 4.6553
H -1.6929 -1.0852 3.0646
N -2.4457 0.5090 0.3393
C -3.5504 0.7821 0.5221
N -4.8216 1.0964 0.6902
C -5.7756 0.0246 0.9674
C -7.1470 0.4306 0.4516
C -7.5629 1.7793 1.0298
C -6.5130 2.8426 0.7250
C -5.1492 2.4118 1.2403
H -5.8146 -0.1526 2.0514
H -5.4107 -0.8843 0.4895
H -7.8705 -0.3440 0.7087
H -7.1068 0.4934 -0.6380
H -7.6740 1.6858 2.1148
H -8.5352 2.0788 0.6382
H -6.7824 3.7973 1.1803
H -6.4498 2.9990 -0.3543
H -5.1535 2.3544 2.3377
H -4.3579 3.1041 0.9509
```

E_LUMO: 0.002 hartree
HOMO: -7.04 eV
Gap between HOMO and LUMO: 7.09 eV
Multiplicity: 1

***

It turns out w is the most stable, with the second structure 0.0024 hartree higher.